(1)
Computed, not measured: C29H43FeI2N3OSeSi2 as an isolated structure in a non-equilibrium geometry, with wB97M-V/def2-TZVPD.

Cartesian coordinates (Å):
Fe -0.13262 0.59063 -0.38755
I 5.97970 2.31040 4.55844
C 4.47078 1.57682 3.27510
C 4.37992 0.21337 3.04617
C 3.42629 -0.23445 2.15875
I 3.19536 -2.28845 1.77916
C 2.55955 0.61880 1.41809
O 1.77395 0.15325 0.51607
C 2.64056 1.99723 1.76978
C 1.71964 2.97880 1.09919
N 0.34548 2.49475 1.02565
C -0.28554 2.26293 2.31847
C -0.34414 0.81576 2.72696
C -0.20130 0.44205 4.05722
C -0.45303 -0.86903 4.42294
C -0.79418 -1.78490 3.43994
C -0.85715 -1.34212 2.13140
N -0.65509 -0.07394 1.78422
C 3.59392 2.45491 2.66344
H 5.02855 -0.48750 3.55206
H 1.77646 3.94001 1.62939
H 2.06217 3.15075 0.07494
H -0.22762 3.14835 0.50097
H 0.17898 2.86152 3.10973
H -1.33388 2.56455 2.22668
H 0.09458 1.17463 4.79656
H -0.39476 -1.16786 5.46170
H -0.99932 -2.81964 3.67462
H -1.07715 -2.02725 1.32045
H 3.64891 3.51448 2.88464
C 1.02966 -3.95444 -3.34447
C 1.93566 -3.43317 -2.21468
C 2.80095 -4.58850 -1.68507
C 1.12409 -2.83309 -1.12498
H 1.62894 -4.39558 -4.14589
H 0.42807 -3.14567 -3.75588
H 0.34699 -4.71471 -2.95736
H 2.60130 -2.67282 -2.63244
H 2.16771 -5.36230 -1.24350
H 3.48743 -4.23607 -0.91371
H 3.38239 -5.03733 -2.49431
H 0.39352 -3.45432 -0.61975
H 1.15962 -1.77438 -0.89925
C -4.00569 5.04633 -0.22040
Si -3.68448 3.48750 -1.26404
C -2.74375 4.08449 -2.79689
C -5.37868 2.87391 -1.84769
Se -2.67121 1.91035 -0.04465
H -4.67092 5.73826 -0.74551
H -3.07296 5.57176 -0.00313
H -4.46982 4.77794 0.73065
H -3.11551 5.06110 -3.12051
H -2.88134 3.38820 -3.62593
H -1.67203 4.17198 -2.60931
H -5.93234 3.66180 -2.36712
H -5.97020 2.54126 -0.99270
H -5.26414 2.02555 -2.52490
C 1.95683 -0.06604 -4.47948
Si 0.65341 0.92806 -3.52008
C -0.27702 1.98526 -4.79257
C 1.56877 2.10805 -2.35348
N -0.32552 0.01851 -2.45811
C -1.28005 -0.91057 -2.76522
C -1.98145 -1.59166 -1.74292
C -2.94309 -2.53833 -2.02748
C -3.26446 -2.85675 -3.34287
C -2.59306 -2.20281 -4.36585
C -1.62237 -1.25548 -4.08901
H 2.54045 0.58418 -5.13587
H 1.49382 -0.84240 -5.09414
H 2.64740 -0.56040 -3.79242
H 0.33471 2.81157 -5.16196
H -1.17058 2.40676 -4.33226
H -0.60298 1.39449 -5.65241
H 2.32600 2.71834 -2.85055
H 2.07107 1.53064 -1.56947
H 0.84575 2.78576 -1.88572
H -1.75288 -1.33254 -0.71291
H -3.46164 -3.03373 -1.21375
H -4.03220 -3.58634 -3.56646
H -2.82870 -2.43115 -5.39948
H -1.10260 -0.75989 -4.90290

For the LUMO energy (alpha / beta), the calculation gives 2.07 / 2.07 eV. As for the spin multiplicity: 6. The calculation puts the HOMO energy (alpha / beta) at -4.498 / -4.553 eV. Its expectation value of S² is 8.76. As for the electronic energy: -168984.113 eV. The total charge is -1.

(2)
Computed, not measured: C29H43IN7OPPt as an isolated structure in a non-equilibrium geometry, with wB97M-V/def2-TZVPD.

Cartesian coordinates (Å):
Pt -0.17033 -1.20567 -1.35546
C -1.07136 -6.63575 -1.97473
C -2.13252 -6.10450 -2.70732
C -2.23365 -4.73966 -2.89559
C -1.25284 -3.92098 -2.34340
C -0.17869 -4.43317 -1.63563
C -0.09479 -5.80448 -1.44331
N -1.32161 -2.49789 -2.49075
N -2.20480 -2.02725 -3.25483
C -2.29967 -0.63308 -3.14385
C -3.23565 0.05911 -3.90031
C -3.31838 1.43633 -3.74984
C -2.47216 2.08578 -2.86270
C -1.52483 1.39103 -2.10255
C -1.45362 0.01921 -2.23578
H -1.00672 -7.70398 -1.82270
H -2.88264 -6.75797 -3.12824
H -3.05094 -4.31296 -3.45587
H 0.61499 -3.79290 -1.26097
H 0.73508 -6.21996 -0.88984
H -3.88120 -0.48269 -4.57667
H -4.03935 1.99986 -4.32359
H -2.54233 3.15940 -2.74744
H -0.86756 1.93405 -1.43940
N 0.44474 -0.46476 0.17817
P 0.39492 0.59045 1.46983
N 1.26326 -0.00735 2.69887
C 2.62829 -0.47133 2.39625
C 3.67017 0.28364 3.23052
C 3.10179 0.69110 4.59496
C 2.01923 -0.29006 5.02232
C 0.81138 -0.20243 4.09062
N 0.92983 2.03134 0.94700
C 1.59081 2.25116 -0.35233
C 1.50866 3.72619 -0.70241
C 2.35630 4.54468 0.28625
C 2.45158 3.84565 1.64926
C 1.17016 3.09196 1.95759
N -1.13135 0.70691 2.04586
C -1.85974 -0.55668 2.35433
C -2.93171 -0.84490 1.31614
C -3.99139 0.26903 1.29831
C -3.45149 1.55062 1.93159
C -2.00682 1.80533 1.54566
H 2.81851 -0.33352 1.32827
H 2.67897 -1.54664 2.58138
H 4.02404 1.16188 2.68951
H 4.53243 -0.37094 3.36599
H 2.68130 1.69941 4.55120
H 3.89971 0.72295 5.33507
H 1.68089 -0.09279 6.03919
H 2.42575 -1.30420 5.01813
H 0.18241 0.64324 4.36985
H 0.20523 -1.10686 4.17735
H 1.12990 1.61279 -1.11012
H 2.64194 1.95063 -0.29141
H 0.46204 4.03820 -0.66402
H 1.85714 3.88097 -1.72328
H 1.92680 5.53930 0.40309
H 3.36043 4.68031 -0.11565
H 2.63379 4.57048 2.44213
H 3.29231 3.14859 1.66392
H 0.32854 3.79094 1.94355
H 1.19604 2.63721 2.94825
H -2.31263 -0.45745 3.34232
H -1.12980 -1.36513 2.41269
H -3.38655 -1.81128 1.53532
H -2.45462 -0.93372 0.33667
H -4.87846 -0.05104 1.84427
H -4.30785 0.46562 0.27174
H -3.52785 1.49817 3.01898
H -4.04100 2.41298 1.61975
H -1.66118 2.74637 1.97265
H -1.93078 1.88729 0.46092
N 0.81542 -0.43561 -4.72747
C 1.62753 -1.05788 -3.89302
O 1.21944 -1.62723 -2.85143
C 3.08819 -1.08962 -4.19582
I 4.02947 0.48459 -3.11273
H -0.17730 -0.39276 -4.54269
H 1.16341 -0.00503 -5.56958
H 3.30249 -0.93136 -5.24827
H 3.52085 -2.02133 -3.84480

For the LUMO energy (alpha / beta), the calculation gives -7.76 / -7.77 eV. As for the spin multiplicity: 1. The calculation puts the HOMO energy (alpha / beta) at -14.115 / -14.114 eV. For the energy above the lowest of the compared OMol25 structures with the same formula, charge and spin, the calculation gives 2.900 eV. As for the electronic energy: -63870.613 eV. The total charge is +2.

Which formula does entry 2 have? C29H43IN7OPPt